ORCA calculation (ωB97M-V with the def2-TZVPD basis set) on an isolated molecule of C5H6FNO2 at a distorted geometry.

As for the multiplicity: 1. The SMILES is OC(O)=C/C=N\C=C\F. The total charge is 0. The relative energy (zero: lowest compared OMol25 entry of this formula, charge and spin) is 245.9 kJ/mol. For the highest occupied orbital energy, the calculation gives -8.7 eV.

The geometry in XYZ format:
```
15
C5H6FNO2 (ωB97M-V with the def2-TZVPD basis set)
C -1.24016 -0.02185 -0.66172
C -1.15755 -1.36363 -0.16223
C 1.15047 -1.31817 -0.07502
C 1.49453 -0.06926 0.31333
C -0.52916 0.99905 -0.08586
N -0.03538 -1.93407 0.10269
O -0.61125 1.23708 1.26323
O -0.21529 2.10424 -0.77119
F 2.68414 0.40425 -0.13571
H -1.56995 0.10770 -1.67833
H -2.02629 -2.01144 -0.16103
H 1.81663 -1.85025 -0.74810
H 1.25921 0.40756 1.25003
H -1.05068 0.50158 1.70262
H 0.03072 2.80722 -0.15273
```

ORCA calculation (ωB97M-V with the def2-TZVPD basis set) on a structure of composition C6H13N at a distorted geometry.

As for the multiplicity: 1. The total charge is 0. The relative energy (zero: lowest compared OMol25 entry of this formula, charge and spin) is 344.9 kJ/mol. For the highest occupied orbital energy, the calculation gives -8.0 eV.

The geometry in XYZ format:
```
20
C6H13N (ωB97M-V with the def2-TZVPD basis set)
C 0.32201 1.70742 -0.58084
C 1.01325 -0.48449 -1.49838
C -1.54922 0.09228 2.09357
C 0.85237 -0.16505 1.28753
C -0.31818 -1.13974 -1.80100
C -0.38753 0.49587 1.23336
N -0.64466 1.34238 0.22464
H 1.34966 1.87411 -0.25797
H 0.03851 2.16338 -1.52370
H 1.83452 -1.20252 -1.43072
H 1.30527 0.24817 -2.24533
H -2.48341 0.46095 1.67241
H -1.60715 -0.99460 2.19024
H -1.43655 0.50049 3.10217
H 0.94517 -1.00760 1.96442
H 1.76074 0.43441 1.26706
H 1.01852 -0.39127 -0.09155
H -0.24339 -1.84593 -2.63374
H -1.07910 -0.39659 -2.03954
H -0.69082 -1.69165 -0.93263
```

ORCA calculation (ωB97M-V with the def2-TZVPD basis set) on a cluster of 8 separate species, C32H43N7O in total at a distorted geometry.

As for the multiplicity: 1. The SMILES is c1cc[nH]c1.c1cc[nH]c1.c1cc[nH]c1.c1cc[nH]c1.c1cc[nH]c1.c1cc[nH]c1.c1cc[nH]c1.C1CCOC1. The total charge is 0. For the highest occupied orbital energy, the calculation gives -7.9 eV.

The geometry in XYZ format:
```
83
C32H43N7O (ωB97M-V with the def2-TZVPD basis set)
C -1.90549 0.16425 -0.39022
C -1.03721 0.60931 -1.56756
C 0.37543 0.19300 -1.11843
O 0.24442 0.39708 0.29885
C -0.94701 -0.18144 0.75766
H -2.57937 -0.58870 -0.79894
H -2.59021 0.92873 -0.02308
H -1.29095 1.63418 -1.83844
H -1.37787 0.08004 -2.45746
H 1.10413 0.80622 -1.64858
H 0.77688 -0.77034 -1.43294
H -1.35397 0.15877 1.70990
H -0.76683 -1.23078 0.99120
N -1.98849 -7.07420 4.19745
C -2.78796 -7.74441 3.29965
C -4.05124 -7.04637 3.48771
C -3.95036 -6.18667 4.59662
C -2.62478 -6.07083 4.92077
H -1.01945 -7.32395 4.33416
H -2.52106 -8.67264 2.81639
H -4.98177 -7.44538 3.11179
H -4.83554 -5.77323 5.05698
H -2.16277 -5.39347 5.62372
N -2.73851 5.85838 -6.32727
C -3.96478 5.30803 -6.08104
C -4.61523 4.97613 -7.24107
C -3.71090 5.36679 -8.29241
C -2.53217 5.78177 -7.67062
H -2.12049 6.25770 -5.63537
H -4.26225 5.04858 -5.07575
H -5.61845 4.63322 -7.44684
H -3.83637 5.25902 -9.35968
H -1.62563 6.24198 -8.03504
N 4.31088 7.62720 5.30224
C 4.61846 6.68912 4.32314
C 3.62837 5.77339 4.24418
C 2.73792 6.03142 5.28903
C 3.17500 7.18518 5.97451
H 5.01567 8.30494 5.55528
H 5.53003 6.87141 3.77341
H 3.70853 4.95945 3.53886
H 1.89459 5.43904 5.61195
H 2.82936 7.78547 6.80311
N -6.60572 4.00127 6.45024
C -5.53296 4.76153 6.88059
C -4.60082 3.92888 7.48828
C -5.01050 2.58604 7.30800
C -6.28580 2.69307 6.75913
H -7.44073 4.25655 5.94259
H -5.44414 5.82909 6.74334
H -3.66855 4.24039 7.93574
H -4.52464 1.63129 7.44509
H -7.04744 1.97626 6.48993
N 5.32433 -2.38637 3.40257
C 6.54348 -1.98958 3.98011
C 7.46179 -3.02315 4.03693
C 6.77509 -4.15216 3.54395
C 5.52123 -3.75320 3.10573
H 4.58434 -1.76025 3.11884
H 6.67513 -1.04508 4.48705
H 8.44368 -2.94328 4.47956
H 7.35573 -5.05978 3.61798
H 4.82818 -4.34565 2.52686
N 9.19130 -3.57305 -2.51013
C 7.96286 -3.03046 -2.79042
C 7.52531 -3.46575 -4.07355
C 8.55998 -4.13463 -4.64140
C 9.59138 -4.23403 -3.70687
H 9.66666 -3.51382 -1.62096
H 7.50011 -2.31595 -2.12580
H 6.51195 -3.32521 -4.41959
H 8.53242 -4.64107 -5.59489
H 10.54130 -4.74771 -3.69295
N -4.78116 -1.35137 -8.06554
C -4.98858 -1.81602 -9.34950
C -5.52491 -3.04813 -9.28920
C -5.85029 -3.31429 -7.98023
C -5.29841 -2.26830 -7.13861
H -4.45146 -0.40816 -7.91812
H -4.65975 -1.20388 -10.17628
H -5.84516 -3.72242 -10.06969
H -6.38601 -4.19734 -7.66457
H -5.30179 -2.00167 -6.09205
```